Density functional theory data (ωB97M-V with the def2-TZVPD basis set) for a structure of composition C25H15Cl5F8N2NiO2S2.

```
60
Properties=species:S:1:pos:R:3:forces:R:3
Ni 1.163868 3.196949 19.015356 -0.85 0.62 -0.75
C 5.041051 0.260058 15.706516 -1.67 0.05 0.06
C 5.767748 1.498216 16.190282 0.57 -0.89 2.14
N 5.128204 2.003260 17.497160 0.35 -0.31 -2.22
C 5.865688 1.950202 18.763443 1.23 0.16 0.09
C 5.444291 0.792885 19.728841 -2.68 0.26 -1.05
C 3.866527 2.527527 17.419388 -0.96 1.20 1.18
S 3.392085 3.362982 18.851704 0.69 0.30 -0.07
N 3.145653 2.519254 16.288224 0.89 -0.50 -0.67
C 1.813261 2.581090 16.125309 -0.86 -0.60 2.89
O 0.913476 2.499971 17.027459 1.34 0.69 -1.02
C 1.295659 2.517570 14.734673 -0.08 0.22 0.45
C 2.062706 3.073177 13.715169 0.50 0.46 0.13
C 1.636418 2.894560 12.422300 0.23 0.40 -1.56
C 0.442952 2.199008 12.109182 0.66 1.31 -0.04
C -0.344091 1.753331 13.151142 -0.49 -1.27 0.95
C 0.055808 1.908982 14.519444 1.70 0.84 -3.64
H 5.335915 -0.766716 15.878681 1.07 0.03 0.49
H 4.878704 0.352683 14.650808 -0.22 -0.05 -0.72
H 4.050802 0.314772 16.177061 0.08 -0.10 -0.46
H 5.778060 2.232379 15.404906 -0.49 0.67 0.00
H 6.839069 1.268513 16.368591 -0.57 0.27 0.36
H 5.970545 2.984401 19.229341 -0.82 -1.42 -0.25
H 6.906307 1.757811 18.488564 0.05 -0.18 -0.29
H 4.298794 0.928066 19.901587 2.05 -0.09 0.26
H 6.025836 0.849376 20.658580 -0.29 -0.23 -0.25
H 5.452139 -0.235247 19.230247 0.64 1.37 0.56
H 2.949478 3.719119 13.985236 -0.98 -1.16 -0.41
H 2.253411 3.324776 11.597007 -0.67 -0.33 0.65
H 0.087444 2.234558 11.061911 0.27 -0.54 0.72
H -1.211439 1.102730 12.889420 0.39 0.92 0.44
H -0.520011 1.606202 15.319865 -1.03 -0.74 1.51
Cl 0.672336 11.014939 17.163345 -0.18 0.93 0.10
C 0.881402 9.408948 17.654287 0.35 -2.87 -1.13
C 0.830627 8.934752 18.967372 1.07 -0.96 0.22
Cl 0.610943 10.147536 20.171684 -0.06 0.00 0.70
C 1.155870 7.592828 19.294742 -0.75 -0.04 -1.63
Cl 1.505503 7.020089 20.877960 -0.38 0.33 0.14
C 1.090460 6.511363 18.241846 -0.48 1.98 2.07
O 0.840714 5.333501 18.549491 0.68 0.13 -0.55
C 1.314826 7.084074 16.954321 -0.37 -1.52 -0.17
Cl 1.549807 5.855927 15.727106 0.09 0.45 -0.13
C 1.202323 8.416535 16.662206 0.17 1.22 1.48
Cl 1.779115 8.967528 15.161586 -0.03 0.26 -1.19
F -1.280515 0.751070 25.244106 0.10 0.24 -0.01
C -1.326503 1.506275 24.115550 -0.58 0.18 0.44
C -2.221476 1.127378 23.118334 1.77 0.71 -0.17
F -2.960755 0.039103 23.297062 -0.75 -0.46 0.09
C -2.094826 1.740355 21.874880 -0.52 -0.57 -0.36
F -3.034798 1.514789 20.933396 0.06 -0.71 0.24
C -1.079298 2.612250 21.535246 0.32 2.79 2.00
S -0.954785 3.317079 19.981573 -0.99 1.15 0.13
C -0.519035 3.278237 22.730869 -0.01 -0.83 -0.39
F 0.002868 4.539022 22.651671 -0.10 -1.38 -0.11
C -0.565721 2.674930 23.997022 -0.05 -0.05 -1.66
F 0.150017 3.166709 25.026724 -0.25 -0.10 0.08
F -0.132055 0.757544 19.239251 -0.37 -1.47 -0.07
C 1.053297 1.326058 19.499108 0.90 1.45 -1.04
F 1.991681 0.632063 18.769248 0.21 -1.28 -0.31
F 1.366132 1.060742 20.767868 0.10 -0.97 1.77
```
Forces are in eV/Å.

Properties
Charge   -2
LUMO level (spin up / spin down)   0.153 / 0.153 hartree
Relative energy (zero: lowest compared OMol25 entry of this formula, charge and spin)   1.070 eV
2S+1   3
Kohn-Sham gap (spin up / spin down)   0.194 / 0.234 hartree
E_tot   -6626.25272 Eh

Mulliken population analysis, charges in e, atoms 1 to 2: 0.236 -0.826


Density functional theory data (ωB97M-V with the def2-TZVPD basis set) for a structure of composition C25H15Cl5N5O9Tl.

```
60
Properties=species:S:1:pos:R:3:forces:R:3
Tl -0.565128 -0.374432 0.413938 -0.08 0.03 0.10
O -0.925080 -4.573030 0.547305 0.00 0.01 -0.01
C -0.609167 -3.439102 0.824473 -0.05 -0.06 0.04
O -1.129895 -2.409329 0.194460 0.05 0.04 -0.03
C 0.454016 -3.214121 1.885029 0.02 0.03 0.01
C 1.235487 -4.318829 2.181587 0.01 0.00 0.00
C 2.238708 -4.248477 3.131033 0.00 -0.03 0.00
C 2.502413 -3.080137 3.813679 0.02 0.02 0.02
C 1.745965 -1.974856 3.501354 -0.02 0.02 0.02
C 0.675029 -1.991861 2.574156 0.01 0.05 -0.04
O -0.059433 -0.921898 2.438941 0.01 -0.05 -0.03
N 2.095190 -0.729802 4.190530 0.01 0.02 0.00
O 2.099798 0.318397 3.552924 0.01 -0.04 -0.01
O 2.413313 -0.801672 5.353980 -0.02 0.00 -0.03
N 3.051422 -5.433581 3.418840 0.01 -0.01 -0.02
O 3.912117 -5.329874 4.271854 -0.01 0.00 -0.01
O 2.820174 -6.443080 2.785397 0.00 0.02 0.02
H 1.036631 -5.247516 1.666519 0.00 0.00 0.00
H 3.285555 -3.030572 4.555378 0.00 0.00 0.00
Cl -6.881339 3.362637 -0.567145 0.00 0.00 0.00
C -5.257658 2.826743 -0.393414 0.00 0.00 -0.01
C -4.959586 1.737763 0.417785 0.00 -0.02 0.01
Cl -6.208078 0.926559 1.269037 0.00 0.01 0.00
C -3.646720 1.298758 0.535203 0.03 0.00 -0.01
Cl -3.263923 -0.044509 1.555800 0.00 -0.01 -0.03
C -2.593809 1.904558 -0.163203 -0.03 0.02 -0.01
O -1.332958 1.538485 -0.072861 -0.01 -0.03 0.02
C -2.924870 2.993677 -0.987056 0.03 0.00 0.00
Cl -1.644786 3.747338 -1.865658 -0.01 0.00 0.01
C -4.228225 3.457290 -1.090136 -0.01 0.00 0.01
Cl -4.578636 4.802834 -2.102344 0.00 0.00 0.00
C 1.231506 -1.928807 -3.438542 0.00 0.00 0.00
C 0.931048 -1.702626 -2.113822 0.00 -0.01 0.01
N 0.317601 -0.577938 -1.718474 -0.02 0.03 -0.05
C -0.052317 0.322935 -2.622620 0.02 -0.01 0.01
C 0.141711 0.138049 -3.984966 0.00 0.01 0.00
C 0.829410 -0.995839 -4.386478 -0.01 0.01 -0.01
C -0.398843 1.118938 -4.945232 0.01 -0.01 0.00
C -1.642925 1.599457 -4.982304 0.00 -0.01 -0.01
C -2.816544 1.219915 -4.168672 0.01 0.03 0.02
C -3.995509 1.944455 -4.298067 0.00 0.00 -0.02
C -5.077692 1.540550 -3.535579 0.00 0.00 0.03
N -5.020214 0.499696 -2.709482 0.00 -0.01 -0.02
C -3.851502 -0.132515 -2.663315 0.01 0.02 0.03
N -2.752402 0.170664 -3.340924 -0.02 -0.02 -0.01
H 1.745158 -2.834613 -3.726016 0.00 0.00 0.00
H 1.168767 -2.424762 -1.344393 0.00 0.00 -0.01
H -0.541524 1.211750 -2.248211 0.00 -0.01 0.00
H 1.019266 -1.169704 -5.438583 0.00 -0.01 0.00
H 0.295822 1.477288 -5.698076 0.00 0.01 0.00
H -1.858496 2.347422 -5.737233 0.00 0.00 0.00
H -4.063711 2.796975 -4.959644 0.00 0.00 0.00
H -6.020614 2.075751 -3.576826 0.00 0.00 -0.01
H -3.787622 -0.987922 -1.996909 0.00 -0.01 -0.01
C 1.599595 2.223960 0.637122 0.00 -0.02 0.02
O 1.408102 0.827525 0.902716 0.05 0.00 -0.04
H 2.662718 2.459916 0.673651 0.00 0.00 0.00
H 1.054803 2.832731 1.357847 0.00 0.00 0.00
H 1.209866 2.426655 -0.356750 0.00 -0.01 0.00
H 1.629606 0.623863 1.835397 -0.01 0.01 0.04
```
Forces are in eV/Å.

Properties
Charge   0
LUMO level   -0.035 hartree
Relative energy (zero: lowest compared OMol25 entry of this formula, charge and spin)   0.000 eV
Kohn-Sham gap   0.296 hartree
E_tot   -4385.89490 Eh

Mulliken population analysis, charges in e, atoms 1 to 2: 1.873 -0.679


Density functional theory data (ωB97M-V with the def2-TZVPD basis set) for a structure of composition C25H15F3N2NaO6Sb.

```
53
Properties=species:S:1:pos:R:3:forces:R:3
Na 2.373699 0.656259 -0.099071 0.95 -0.35 -0.60
O 1.870494 2.137584 1.394693 -0.30 -0.04 0.20
C 0.726160 1.627336 1.257072 -0.21 0.08 -0.05
O 0.361811 0.925720 0.278080 -0.63 0.20 0.18
C -0.260880 1.773295 2.383679 0.10 0.27 0.20
C -0.039121 2.723072 3.373121 -0.06 -0.17 -0.04
C -0.901286 2.763896 4.451202 0.04 0.25 0.22
C -1.956309 1.890103 4.611542 0.08 -0.03 -0.07
C -2.135059 0.967924 3.600518 -0.35 -0.28 0.17
C -1.331906 0.897649 2.483497 0.02 0.04 -0.12
N -3.237966 -0.019374 3.749943 0.15 0.38 -0.15
O -3.407918 -0.802686 2.842212 0.01 -0.18 -0.06
O -3.902660 0.039039 4.759831 -0.06 -0.07 0.13
N -0.671181 3.781601 5.507892 0.02 -0.22 -0.21
O 0.174210 4.621167 5.294787 0.11 0.12 -0.02
O -1.337788 3.698417 6.514202 -0.14 0.01 0.16
H 0.803498 3.394604 3.308566 0.00 0.01 -0.02
H -2.597793 1.921712 5.478408 0.01 -0.01 -0.02
H -1.516298 0.164714 1.709625 0.03 0.04 0.06
F 6.162598 -6.103818 1.854327 -0.03 0.04 -0.02
C 5.108915 -5.290051 1.646855 0.06 -0.09 0.04
C 3.854438 -5.719708 2.037454 0.01 0.04 -0.02
C 2.776002 -4.877810 1.823168 -0.06 0.00 0.01
C 2.936507 -3.623868 1.230780 -0.02 -0.20 0.09
C 4.218708 -3.239261 0.851425 0.03 0.06 -0.01
C 5.320389 -4.065060 1.054753 -0.10 0.03 -0.01
Sb 1.273163 -2.306335 0.913354 0.53 0.07 -0.16
C 0.050523 -3.737584 -0.059509 -0.12 -0.16 -0.13
C -0.977514 -4.504415 0.485023 -0.06 0.09 -0.07
C -1.633739 -5.466042 -0.272977 0.03 0.06 0.01
C -1.247746 -5.647198 -1.583852 -0.08 -0.10 -0.06
F -1.876403 -6.581186 -2.323242 0.02 0.04 0.04
C -0.250781 -4.897647 -2.172077 0.03 0.07 0.04
C 0.387643 -3.939464 -1.399760 -0.01 -0.09 0.02
C 0.627720 -2.172863 2.926133 -0.03 0.14 0.22
C 1.057543 -1.006411 3.566188 -0.04 -0.05 0.05
C 0.771196 -0.759981 4.901546 0.02 -0.03 -0.08
C 0.037447 -1.702374 5.589703 -0.04 0.01 0.16
F -0.254777 -1.479703 6.884242 0.01 0.00 -0.07
C -0.406651 -2.870184 5.003145 0.00 0.00 -0.11
C -0.103156 -3.100726 3.667835 0.03 0.05 0.07
H 3.740354 -6.691890 2.496602 -0.01 -0.01 0.00
H 1.791076 -5.216737 2.126338 0.00 0.02 -0.02
H 4.388955 -2.273658 0.385327 -0.04 0.00 0.00
H 6.320189 -3.773809 0.765241 0.01 0.02 -0.01
H -1.317673 -4.344158 1.496536 0.03 0.01 0.05
H -2.437398 -6.061577 0.136848 -0.01 0.00 0.01
H 0.005644 -5.061027 -3.209326 0.01 0.00 -0.01
H 1.168000 -3.346775 -1.865487 0.02 0.01 0.02
H 1.621849 -0.254220 3.023605 0.02 -0.04 0.00
H 1.099415 0.141606 5.400223 0.01 0.02 0.00
H -0.977422 -3.578557 5.587090 -0.01 -0.01 0.00
H -0.444828 -4.026496 3.229780 0.04 -0.03 -0.03
```
Forces are in eV/Å.

Properties
Charge   0
LUMO level   -0.027 hartree
Kohn-Sham gap   0.309 hartree
E_tot   -2224.63656 Eh

Mulliken population analysis, charges in e, atoms 1 to 2: 0.877 -0.960


Density functional theory data (ωB97M-V with the def2-TZVPD basis set) for a structure of composition C25H16Cl2CrO5S.

```
50
Properties=species:S:1:pos:R:3:forces:R:3
Cl -5.110451 -0.198300 2.295183 -0.84 0.08 0.19
C -3.442067 -0.203352 2.040313 1.75 -0.52 -0.33
C -2.746849 -1.416837 1.990015 0.84 -0.05 -0.23
C -1.353806 -1.439069 1.756970 0.14 -0.12 0.38
C -0.642424 -0.233887 1.600438 -0.05 -0.39 0.64
S 1.202865 -0.246250 1.235826 0.87 -0.55 -2.19
C 2.581527 -0.153678 2.573269 -2.49 0.02 2.72
Cl 2.050754 -1.498019 3.617155 0.70 -0.94 0.44
O 1.430449 -1.530251 0.583720 -0.35 1.18 0.54
O 1.439157 1.027101 0.576558 -0.16 -0.34 0.03
C -1.360296 0.966736 1.601473 0.53 -0.07 0.36
C -2.735285 0.976551 1.844095 0.41 -0.11 -0.18
H -3.282828 -2.353365 2.133405 0.15 0.22 -0.08
H -0.813542 -2.400673 1.725110 -0.37 0.62 0.01
H 2.013292 0.677649 3.225814 2.60 -0.78 -1.60
H -0.819159 1.893737 1.438507 -0.16 -0.04 0.03
H -3.264685 1.907002 1.880660 -0.13 0.37 -0.07
O 11.838346 -0.288614 5.213262 -4.31 1.93 0.80
C 10.774772 0.156268 5.410110 6.08 -3.89 -0.99
Cr 9.046854 0.990600 5.596182 2.80 2.74 0.39
C 9.249182 1.057010 3.681376 -0.27 -0.60 -6.92
O 9.424761 1.079218 2.528404 -0.36 0.06 4.25
C 10.311554 2.447356 5.469061 3.79 4.40 -0.46
O 11.170163 3.225705 5.283439 -3.69 -3.17 0.85
C 8.536369 0.763441 7.649441 -0.81 0.01 1.42
C 8.331018 -0.458470 6.999901 -0.54 -0.52 1.07
C 7.536696 -0.520786 5.856647 -0.48 -1.05 -0.65
C 6.754434 0.574195 5.431994 -1.68 0.63 -1.06
C 5.857678 0.452451 4.297817 -0.64 0.02 -1.51
C 5.174304 0.358144 3.270999 0.32 -0.06 2.96
C 4.269699 0.028058 2.179595 -3.35 2.12 -1.02
C 4.983257 -0.767182 1.127329 0.35 -1.02 -1.11
C 4.591915 -0.662110 -0.226184 -0.26 0.12 0.18
C 5.231873 -1.350290 -1.247939 0.34 -0.23 0.21
C 6.329085 -2.161556 -0.962310 0.02 0.27 0.55
C 6.767660 -2.235673 0.360593 0.16 0.19 0.52
C 6.134263 -1.544158 1.401604 -0.64 0.46 -0.14
C 7.117116 1.845128 5.969075 -0.89 0.28 -0.10
C 7.923629 1.924011 7.135495 -0.24 0.79 0.08
H 9.121217 0.843539 8.568344 0.00 -0.13 -0.44
H 8.834120 -1.346559 7.346283 0.16 -0.08 -0.05
H 7.519844 -1.425217 5.260630 -0.33 -0.13 0.33
H 3.799602 0.927167 1.677326 1.92 0.10 0.12
H 3.782857 -0.002193 -0.538776 -0.02 -0.14 0.42
H 4.888455 -1.244981 -2.273274 0.02 0.06 0.19
H 6.882206 -2.663032 -1.751592 -0.19 -0.02 0.14
H 7.651625 -2.803728 0.641183 -0.10 -0.02 -0.32
H 6.567195 -1.527062 2.418837 -0.37 -0.32 -0.70
H 6.807925 2.779465 5.457578 -0.10 -0.78 0.59
H 8.121773 2.906158 7.588961 -0.10 -0.60 -0.23
```
Forces are in eV/Å.

Properties
Charge   +1
LUMO level (spin up / spin down)   -0.144 / -0.225 hartree
2S+1   4
Kohn-Sham gap (spin up / spin down)   0.242 / 0.186 hartree
E_tot   -3701.00020 Eh

Mulliken population analysis, charges in e, atoms 1 to 2: -0.181 0.332